A molecular structure, C25H31As2CrNO14PS2 at a distorted geometry, computed with wB97M-V/def2-TZVPD.

The geometry in XYZ format:
```
77
Properties=species:S:1:pos:R:3:mulliken_spin:R:1
Cr -0.110 1.148 -0.466 3.2328
O 3.522 1.953 -2.386 0.0132
C 2.533 1.883 -1.633 -0.0026
O 1.359 1.311 -1.871 -0.0095
C 2.513 2.494 -0.245 0.0378
C 3.556 3.275 0.361 -0.0063
C 3.239 3.787 1.634 0.0150
C 2.122 3.328 2.373 -0.0030
C 1.171 2.510 1.667 0.0510
N 1.460 2.130 0.427 -0.1016
C -0.015 1.762 2.230 -0.0096
O -0.180 1.762 3.417 0.0200
O -0.664 1.093 1.347 -0.0299
H 4.418 3.474 -0.168 -0.0008
H 3.985 4.369 2.145 0.0010
H 1.905 3.508 3.431 -0.0008
C -0.389 7.510 -2.139 -0.0001
C -1.337 7.106 -0.991 0.0002
O -1.721 5.803 -1.241 -0.0004
P -0.816 4.641 -0.295 0.0210
S -1.807 -0.240 -1.438 -0.0584
S -1.197 2.998 -1.521 -0.0474
O -1.814 4.732 1.000 0.0009
C -3.039 3.966 1.114 -0.0019
C -4.114 4.459 0.213 0.0004
H 0.428 8.067 -1.832 0.0001
H -0.796 8.292 -2.956 0.0000
H 0.009 6.772 -2.677 0.0001
H -2.202 7.720 -0.802 -0.0005
H -0.689 7.171 -0.086 -0.0001
H -3.411 4.044 2.214 0.0002
H -2.688 2.919 1.006 0.0051
H -4.368 5.466 0.503 -0.0001
H -5.035 3.914 0.400 -0.0005
H -3.923 4.512 -0.789 -0.0004
C -3.227 -0.952 2.626 0.0051
O -2.865 -1.072 1.262 0.0080
C -1.614 -1.541 1.022 0.0119
O -0.797 -1.776 1.930 0.0040
C -1.263 -1.687 -0.485 0.1226
C -1.495 -3.110 -0.906 0.4629
As -0.568 -4.607 0.000 0.0303
C 0.234 -5.721 -1.534 0.1197
C 1.193 -4.012 0.682 0.2663
C 1.677 -2.739 0.385 0.3269
As 0.727 -1.328 -0.536 -0.0390
C 1.191 -1.736 -2.409 0.0423
C 2.990 -2.167 0.545 0.0189
O 3.217 -0.941 0.494 0.1571
O 4.084 -3.066 0.822 0.0054
C 4.215 -4.228 0.001 0.0125
C 1.800 -4.852 1.646 0.0066
O 1.691 -6.056 1.555 0.1149
O 2.578 -4.446 2.748 0.0078
C 2.348 -3.085 3.216 0.0119
C -2.506 -3.532 -1.923 0.0892
O -3.181 -2.757 -2.586 0.1329
O -2.626 -4.883 -1.996 0.0086
C -3.485 -5.379 -3.073 -0.0019
H -3.246 -1.967 3.125 -0.0001
H -4.164 -0.434 2.651 -0.0008
H -2.369 -0.497 3.123 -0.0003
H -0.502 -6.387 -1.914 -0.0096
H 0.944 -6.380 -0.989 -0.0152
H 0.627 -5.150 -2.396 -0.0034
H 1.184 -2.808 -2.597 -0.0060
H 2.067 -1.168 -2.744 -0.0003
H 0.386 -1.251 -3.008 0.0058
H 5.315 -4.324 -0.223 -0.0034
H 3.870 -3.862 -0.948 -0.0041
H 3.789 -5.216 0.434 -0.0018
H 3.008 -2.380 2.730 -0.0079
H 2.556 -2.994 4.284 -0.0003
H 1.375 -2.677 3.116 -0.0048
H -3.139 -6.384 -3.326 -0.0002
H -3.356 -4.669 -3.892 0.0007
H -4.571 -5.414 -2.859 0.0016
```

Net charge: -2
HOMO-LUMO gap (alpha / beta) in eV: 5.39 / 6.53
⟨S²⟩: 8.826
Multiplicity: 6
Energy relative to the best compared isomer or geometry (same formula, charge and spin) in kcal per mole: 71.1

A single C11H14N2O2 molecule at a distorted geometry, computed with wB97M-V/def2-TZVPD.

The geometry in XYZ format:
```
29
Properties=species:S:1:pos:R:3:nbo_charge:R:1
C -1.690 2.116 -0.790 -0.6001
C -1.485 0.637 -0.719 -0.2894
C -0.454 0.406 -1.846 -0.5994
C -0.844 0.014 0.451 0.4329
O -1.539 0.435 1.594 -0.7217
C 0.830 0.461 0.649 0.2894
N 1.344 1.675 0.756 -0.4324
C 2.677 1.596 0.830 0.0649
C 3.426 0.366 0.749 -0.2778
C 2.799 -0.861 0.739 -0.1056
C 1.426 -0.807 0.667 -0.2426
C 0.559 -1.953 0.524 0.6830
O 0.859 -3.132 0.434 -0.5891
N -0.741 -1.443 0.384 -0.4722
C -1.921 -2.205 0.249 -0.4153
H -2.256 2.415 0.126 0.2213
H -2.045 2.548 -1.651 0.2161
H -0.669 2.671 -0.568 0.2150
H -2.451 0.234 -1.067 0.2224
H -0.783 0.724 -2.875 0.2093
H -0.197 -0.560 -2.077 0.2053
H 0.425 0.890 -1.635 0.2039
H -1.816 -0.283 2.121 0.4758
H 3.120 2.606 0.857 0.2035
H 4.490 0.610 0.897 0.2280
H 3.489 -1.701 0.731 0.2414
H -2.465 -2.264 -0.805 0.1973
H -1.519 -3.319 0.327 0.2516
H -2.571 -1.878 0.948 0.1846
```

Net charge: 0
HOMO-LUMO gap in eV: 9.61
Energy relative to the best compared isomer or geometry (same formula, charge and spin) in kcal per mole: 23.9

A single C4H5NO molecule at a distorted geometry, computed with wB97M-V/def2-TZVPD.

The geometry in XYZ format:
```
11
Properties=species:S:1:pos:R:3:nbo_charge:R:1
C -1.308 -0.275 -0.050 -0.6149
C 0.137 0.146 -0.175 0.1042
C 0.353 1.587 -0.322 0.2551
N 0.491 2.731 -0.419 -0.2919
C 1.232 -0.651 0.396 -0.0797
O 0.968 -0.656 -0.996 -0.4507
H -1.873 0.018 -0.940 0.2315
H -1.363 -1.361 0.056 0.2278
H -1.772 0.193 0.823 0.2289
H 2.159 -0.167 0.699 0.1995
H 0.975 -1.566 0.929 0.1902
```

Net charge: 0
HOMO-LUMO gap in eV: 12.03
Energy relative to the best compared isomer or geometry (same formula, charge and spin) in kcal per mole: 35.9

A gas-phase ion, C4H7N2O2 (charge +1) at a distorted geometry, computed with wB97M-V/def2-TZVPD.

The geometry in XYZ format:
```
15
Properties=species:S:1:pos:R:3:nbo_charge:R:1
N -2.016 0.814 -0.794 -0.7762
C -1.888 0.038 0.236 0.0953
C -0.815 -0.733 0.636 -0.2960
N 0.476 -0.838 -0.052 -0.6334
C 1.459 0.269 -0.495 0.6215
O 1.196 0.931 -1.424 -0.3948
C 2.595 0.310 0.474 0.3224
O 2.733 -0.571 1.301 -0.4031
H -2.867 1.459 -0.968 0.4376
H -1.369 0.962 -1.583 0.4176
H -2.745 -0.118 0.964 0.2549
H -0.808 -1.064 1.624 0.2321
H 0.892 -1.540 0.597 0.4873
H 0.179 -1.223 -0.975 0.4497
H 2.977 1.305 0.460 0.1851
```

Net charge: +1
HOMO-LUMO gap in eV: 7.04
Energy relative to the best compared isomer or geometry (same formula, charge and spin) in kcal per mole: 58.2

A gas-phase ion, C3H11N5S (charge +2) at a distorted geometry, computed with wB97M-V/def2-TZVPD.

The geometry in XYZ format:
```
20
Properties=species:S:1:pos:R:3:mulliken_spin:R:1
C -0.388 -0.656 -2.826 0.5266
C -0.194 0.428 0.081 0.0192
C -0.367 -0.694 1.052 -0.0073
N 0.198 -1.222 -1.683 0.1198
N 0.284 0.549 -3.039 0.0783
N 0.752 -0.185 -0.889 0.0189
N 1.229 0.739 -1.934 0.0258
N -0.885 -0.254 2.368 0.0006
S -1.367 -1.325 -3.904 1.2258
H -1.096 0.655 -0.348 -0.0132
H 0.405 1.418 0.557 0.0041
H 0.577 -1.126 1.133 0.0019
H -1.065 -1.439 0.785 0.0017
H 0.040 -2.230 -1.393 -0.0212
H 0.332 0.880 -4.004 0.0131
H 2.283 0.489 -2.141 0.0034
H 1.191 1.678 -1.701 0.0020
H -0.285 0.507 2.735 0.0001
H -0.855 -1.043 2.981 0.0001
H -1.810 -0.054 2.438 0.0001
```

Net charge: +2
HOMO-LUMO gap (alpha / beta) in eV: 5.84 / 7.06
⟨S²⟩: 2.005
Multiplicity: 3

A single C4H12N2O molecule at a distorted geometry, computed with wB97M-V/def2-TZVPD.

The geometry in XYZ format:
```
19
Properties=species:S:1:pos:R:3:nbo_charge:R:1
N 2.338 1.126 0.427 -0.8475
C 1.942 0.683 -0.907 -0.2270
C 0.414 0.575 -0.980 -0.2086
N -0.085 -0.275 0.097 -0.6649
C -1.473 -0.040 0.405 -0.2531
C -2.172 -1.372 0.929 -0.0575
O -1.529 -2.509 0.384 -0.7402
H 3.301 1.426 0.470 0.3682
H 1.769 1.928 0.685 0.3493
H 2.237 1.298 -1.764 0.1751
H 2.313 -0.327 -1.034 0.1915
H 0.156 0.152 -1.943 0.1957
H -0.034 1.574 -0.902 0.1584
H 0.508 -0.126 0.904 0.3864
H -2.047 0.132 -0.503 0.1924
H -1.661 0.670 1.208 0.1802
H -2.049 -1.398 2.015 0.1506
H -3.194 -1.365 0.557 0.1677
H -0.733 -2.154 -0.049 0.4831
```

Net charge: 0
HOMO-LUMO gap in eV: 10.22
Energy relative to the best compared isomer or geometry (same formula, charge and spin) in kcal per mole: 37.6

8 unconnected molecules or ions with the total composition H16O8 at a distorted geometry, computed with wB97M-V/def2-TZVPD.

The geometry in XYZ format:
```
24
Properties=species:S:1:pos:R:3:nbo_charge:R:1
O -2.442 1.945 0.167 -0.9410
H -2.846 1.105 0.123 0.4475
H -1.518 1.626 0.073 0.4785
O -0.130 -1.593 2.203 -0.9276
H 0.722 -1.328 2.441 0.4712
H -0.293 -0.983 1.270 0.5006
O -0.113 0.419 0.138 -1.0095
H 0.885 0.441 -0.266 0.5291
H -0.651 -0.061 -0.377 0.4861
O -0.280 2.007 -2.699 -0.9466
H -0.162 1.228 -2.103 0.4710
H -1.252 2.171 -2.638 0.4713
O 1.004 2.273 2.774 -0.9574
H 1.716 1.896 3.320 0.4722
H 0.749 1.714 2.016 0.4855
O 2.458 0.037 -0.294 -0.9422
H 3.276 0.472 -0.153 0.4939
H 2.759 -0.681 -0.945 0.4977
O -0.240 -3.395 0.607 -1.0129
H -0.175 -2.549 1.148 0.4688
H 0.642 -3.924 0.690 0.4554
O -1.197 -0.735 -2.259 -0.9670
H -2.042 -0.558 -2.559 0.4809
H -0.870 -1.535 -2.683 0.4945
```

Net charge: 0
HOMO-LUMO gap in eV: 9.95
Energy relative to the best compared isomer or geometry (same formula, charge and spin) in kcal per mole: 89.8